1.
# C38H30N7O3PdS

A molecular structure, C38H30N7O3PdS at a distorted geometry (ωB97M-V with the def2-TZVPD basis set, the OMol25 dataset).

Results
Multiplicity: 5
E: -70749.632 eV
Relative energy (zero: lowest compared OMol25 entry of this formula, charge and spin): 1.295 eV
Orbital gap (spin up / spin down): 7.56 / 5.09 eV
Charge: +3

```
80
Properties=species:S:1:pos:R:3:mulliken_spin:R:1
Pd -0.830 0.920 2.465 1.474
O -7.865 -1.269 6.643 0.000
C -7.840 -0.933 5.500 -0.001
O -7.767 -0.555 4.383 0.003
C -4.475 -1.678 3.707 0.793
C -4.711 -0.748 2.753 0.083
C -3.624 0.047 2.316 0.030
N -2.459 0.072 3.087 0.094
C -2.292 -0.828 4.050 0.088
C -3.309 -1.822 4.375 0.038
C -1.055 -0.766 4.791 -0.007
C -0.988 -1.492 6.031 0.008
C 0.121 -1.253 6.846 -0.005
C 1.100 -0.362 6.357 0.010
C 0.971 0.151 5.045 -0.012
N -0.121 0.011 4.276 0.101
C -3.535 1.030 1.201 0.029
C -4.664 1.652 0.583 0.000
C -4.533 2.553 -0.470 0.009
C -3.219 2.861 -0.796 0.001
C -2.139 2.245 -0.182 0.017
N -2.259 1.366 0.876 0.080
H -5.657 -0.570 2.206 0.025
H -3.167 -2.587 5.174 0.022
H -1.816 -2.150 6.325 0.000
H 0.069 -1.685 7.841 0.000
H 1.947 -0.087 6.987 0.001
H 1.850 0.612 4.616 0.003
H -5.668 1.207 0.770 0.002
H -5.322 3.097 -0.956 0.000
H -3.032 3.651 -1.532 0.001
H -1.160 2.470 -0.619 -0.001
C -0.087 4.407 2.807 0.000
C 0.954 3.325 2.533 0.032
N 0.789 2.112 2.058 0.072
C 2.059 1.568 1.786 -0.019
C 3.034 2.449 2.222 0.028
N 2.308 3.589 2.636 0.001
H 0.000 4.665 3.853 0.002
H -1.057 4.042 2.509 -0.002
H 0.274 5.231 2.144 0.001
H 2.117 0.604 1.302 0.002
H 4.115 2.305 2.211 -0.001
H 2.707 4.468 2.879 0.000
O 3.307 -0.569 -3.816 0.515
S 2.092 0.092 -4.339 0.210
C 2.644 1.140 -5.686 0.089
C 1.783 2.184 -5.985 0.017
C 2.096 3.041 -7.065 -0.001
C 3.232 2.840 -7.858 0.020
C 4.063 1.735 -7.527 -0.003
C 3.741 0.918 -6.443 0.015
C 1.351 -1.314 -5.314 0.094
C 2.221 -2.463 -5.622 0.023
C 1.758 -3.358 -6.584 -0.006
C 0.453 -3.264 -7.075 0.012
C -0.360 -2.208 -6.752 0.001
C 0.174 -1.165 -5.973 0.018
H 0.831 2.163 -5.467 -0.006
H 1.353 3.782 -7.255 0.001
H 3.432 3.494 -8.729 0.001
H 4.963 1.471 -8.114 0.001
H 4.469 0.145 -6.162 -0.004
H 3.296 -2.461 -5.292 -0.002
H 2.383 -4.189 -6.894 0.003
H 0.072 -4.036 -7.690 0.000
H -1.423 -2.189 -7.029 0.001
H -0.531 -0.347 -5.772 0.001
N 4.274 -0.657 2.047 0.000
C 3.512 -1.552 1.984 0.000
C 2.565 -2.606 1.693 0.000
C 1.944 -3.190 2.817 -0.001
C 1.116 -4.287 2.545 0.000
C 0.744 -4.649 1.262 0.000
N 1.222 -3.934 0.235 0.000
C 2.127 -2.975 0.426 -0.001
H 2.167 -2.834 3.774 0.001
H 0.678 -4.902 3.391 0.000
H -0.033 -5.377 1.129 0.000
H 2.520 -2.405 -0.447 0.000
```

2.
# C38H31BrF6O6P

7 unconnected molecules or ions with the total composition C38H31BrF6O6P at a distorted geometry (ωB97M-V with the def2-TZVPD basis set, the OMol25 dataset).

Results
E: -147832.023 eV
Relative energy (zero: lowest compared OMol25 entry of this formula, charge and spin): 0.000 eV
Orbital gap: 7.55 eV
Charge: -1

```
83
Properties=species:S:1:pos:R:3:lowdin_charge:R:1
O 1.237 0.989 -1.440 -0.059
C 2.276 0.232 -1.443 -0.553
O 2.736 -0.213 -0.225 -0.173
O 2.904 -0.042 -2.722 0.057
C 2.490 -1.283 -3.264 -0.477
O 1.413 -1.456 -3.897 0.089
O 3.357 -2.416 -3.146 -0.301
P 2.958 -3.393 -1.780 0.657
O 1.573 -2.804 -0.982 -0.344
Br 4.718 -3.043 -0.341 0.255
H 1.753 -2.806 -0.007 0.045
F 2.952 -3.214 2.270 0.013
C 3.782 -2.892 3.271 -0.303
C 4.526 -1.725 3.187 -0.017
C 5.384 -1.386 4.228 -0.080
C 5.496 -2.223 5.336 -0.110
C 4.748 -3.395 5.407 -0.098
C 3.881 -3.729 4.371 -0.023
H 4.430 -1.091 2.312 0.111
H 5.965 -0.472 4.176 0.104
H 6.170 -1.960 6.146 0.094
H 4.839 -4.048 6.269 0.098
H 3.284 -4.632 4.414 0.112
F -2.274 0.519 2.752 0.046
C -2.333 1.286 1.648 -0.294
C -3.371 2.195 1.507 -0.043
C -3.430 2.992 0.368 -0.106
C -2.457 2.863 -0.621 -0.099
C -1.422 1.943 -0.470 -0.070
C -1.356 1.154 0.673 0.005
H -4.124 2.274 2.283 0.105
H -4.234 3.712 0.251 0.094
H -2.506 3.483 -1.511 0.097
H -0.667 1.842 -1.242 0.078
H -0.552 0.440 0.810 0.121
F 0.926 -5.610 -0.526 0.042
C -0.321 -5.809 -0.078 -0.279
C -0.623 -5.526 1.245 -0.013
C -1.919 -5.728 1.708 -0.086
C -2.896 -6.221 0.846 -0.104
C -2.579 -6.506 -0.479 -0.084
C -1.287 -6.294 -0.946 -0.011
H 0.153 -5.151 1.903 0.114
H -2.168 -5.502 2.740 0.102
H -3.906 -6.382 1.210 0.096
H -3.340 -6.894 -1.149 0.098
H -1.025 -6.502 -1.976 0.101
F -0.169 7.806 0.096 0.035
C 0.434 6.868 -0.659 -0.292
C 0.723 5.631 -0.105 -0.014
C 1.341 4.660 -0.887 -0.063
C 1.672 4.941 -2.210 -0.081
C 1.381 6.189 -2.754 -0.091
C 0.753 7.157 -1.976 -0.034
H 0.466 5.432 0.929 0.117
H 1.565 3.685 -0.466 0.109
H 2.158 4.185 -2.818 0.107
H 1.643 6.408 -3.784 0.100
H 0.510 8.131 -2.386 0.108
F -2.393 -6.289 -3.870 0.059
C -1.966 -7.256 -4.695 -0.290
C -1.199 -6.919 -5.800 -0.009
C -0.752 -7.923 -6.653 -0.082
C -1.086 -9.251 -6.398 -0.103
C -1.861 -9.577 -5.288 -0.089
C -2.300 -8.575 -4.429 -0.020
H -0.956 -5.880 -5.986 0.122
H -0.144 -7.671 -7.515 0.105
H -0.740 -10.033 -7.066 0.098
H -2.124 -10.612 -5.093 0.102
H -2.896 -8.812 -3.556 0.114
F -3.643 12.057 4.870 0.052
C -3.042 11.121 4.117 -0.296
C -2.752 9.884 4.670 -0.024
C -2.134 8.913 3.888 -0.077
C -1.802 9.195 2.565 -0.086
C -2.094 10.442 2.021 -0.078
C -2.722 11.410 2.799 -0.025
H -3.010 9.685 5.704 0.113
H -1.910 7.939 4.309 0.106
H -1.317 8.439 1.957 0.084
H -1.831 10.662 0.992 0.106
H -2.964 12.384 2.390 0.112
```

What is the charge in the second record? -1